{
  "formula": "C28H20LuP2S7",
  "method": "ωB97M-V/def2-TZVPD",
  "species": ["Lu", "S", "P", "C", "P", "S", "C", "C", "C", "C", "C", "C", "C", "C", "C", "C", "C", "C", "C", "C", "C", "C", "C", "C", "C", "C", "C", "C", "C", "C", "H", "H", "H", "H", "H", "H", "H", "H", "H", "H", "H", "H", "H", "H", "H", "H", "H", "H", "H", "H", "S", "C", "S", "C", "C", "S", "S", "S"],
  "positions_angstrom": [[1.95127, 0.22917, 1.91690], [-0.25866, 1.43937, 2.80703], [-0.88962, 0.39652, 1.17031], [0.30412, -0.36513, 0.23635], [1.29596, 0.29041, -0.98371], [3.04969, 1.12049, -0.34736], [1.70188, -1.20057, -1.97679], [2.90678, -1.86373, -1.79862], [3.12372, -3.09904, -2.40171], [2.13902, -3.67167, -3.18995], [0.92768, -3.01116, -3.37252], [0.70828, -1.78789, -2.76115], [0.67919, 1.50356, -2.20269], [0.08311, 2.67809, -1.74606], [-0.29729, 3.66782, -2.63891], [-0.06952, 3.49970, -3.99843], [0.55017, 2.34692, -4.45822], [0.92898, 1.35214, -3.56463], [-1.94982, -0.95704, 1.81403], [-1.36495, -2.15723, 2.20968], [-2.14561, -3.18552, 2.71208], [-3.52502, -3.03387, 2.81544], [-4.11532, -1.84289, 2.42406], [-3.32842, -0.80769, 1.93050], [-2.08462, 1.42243, 0.25151], [-2.46716, 2.69000, 0.66650], [-3.34388, 3.43985, -0.11203], [-3.84190, 2.92120, -1.29869], [-3.46634, 1.64844, -1.71355], [-2.58843, 0.90441, -0.94222], [3.67635, -1.41176, -1.18640], [4.06404, -3.61474, -2.24763], [2.30866, -4.63347, -3.65868], [0.15017, -3.46025, -3.97899], [-0.24553, -1.28561, -2.87935], [-0.06590, 2.82543, -0.68660], [-0.76767, 4.57253, -2.27329], [-0.36069, 4.27456, -4.69755], [0.74423, 2.22269, -5.51685], [1.41968, 0.45918, -3.92599], [-0.29566, -2.29591, 2.11560], [-1.67596, -4.11107, 3.02215], [-4.13431, -3.84392, 3.19800], [-5.18853, -1.71501, 2.50298], [-3.79519, 0.12559, 1.63944], [-2.06346, 3.08904, 1.58877], [-3.63734, 4.43160, 0.20944], [-4.52294, 3.50856, -1.90286], [-3.84902, 1.24687, -2.64322], [-2.26864, -0.08187, -1.26055], [6.35415, -1.28824, 7.78587], [5.45083, -0.94612, 6.44238], [5.13893, 0.63814, 5.85574], [4.08877, 0.23564, 4.50948], [3.85712, -1.08015, 4.34622], [2.87405, -1.87725, 3.12446], [4.64381, -2.13746, 5.50252], [3.48677, 1.58588, 3.56775]],
  "atomic_forces_ev_per_a": [[0.23, 0.29, 0.07], [0.21, -0.14, -0.21], [-0.46, -0.63, -0.21], [0.22, 1.16, 0.19], [-0.13, -0.82, -0.13], [-0.12, -0.13, 0.33], [-0.03, 0.10, 0.06], [0.06, 0.00, -0.14], [0.00, 0.01, 0.00], [-0.01, 0.02, 0.00], [0.01, 0.03, 0.01], [0.03, -0.02, 0.03], [-0.04, 0.04, 0.05], [0.06, 0.00, -0.11], [0.00, -0.04, 0.04], [0.02, -0.01, -0.02], [-0.01, -0.01, 0.01], [-0.14, 0.05, 0.04], [-0.10, 0.12, -0.05], [0.00, -0.02, -0.01], [-0.08, -0.01, 0.03], [0.09, -0.01, -0.02], [0.05, 0.05, -0.01], [-0.01, 0.03, 0.08], [0.03, -0.05, -0.16], [-0.05, 0.02, -0.04], [0.01, -0.03, 0.01], [0.01, 0.00, 0.03], [0.03, 0.00, 0.04], [0.00, 0.03, 0.02], [0.01, 0.00, 0.03], [-0.02, 0.03, 0.00], [-0.01, 0.01, 0.01], [0.01, 0.02, 0.00], [-0.01, -0.03, 0.01], [0.01, 0.03, 0.07], [0.01, -0.02, 0.02], [-0.01, -0.02, 0.01], [0.01, -0.01, 0.02], [0.02, 0.01, -0.04], [0.04, 0.02, -0.03], [0.00, 0.02, -0.01], [0.02, 0.01, 0.00], [0.03, 0.01, -0.01], [-0.02, -0.03, -0.01], [-0.01, 0.01, 0.00], [0.01, -0.01, 0.01], [0.02, 0.00, 0.00], [0.01, -0.02, 0.00], [-0.02, 0.01, -0.02], [0.10, 0.01, -0.03], [-0.23, -0.01, 0.01], [0.04, 0.10, 0.00], [0.05, 0.18, 0.03], [-0.03, -0.22, -0.03], [-0.01, 0.00, -0.04], [0.00, -0.05, -0.04], [0.13, -0.05, 0.10]],
  "nbo_charge": [1.38, -0.59, 1.37, -1.59, 1.38, -0.59, -0.38, -0.13, -0.23, -0.21, -0.21, -0.20, -0.29, -0.21, -0.20, -0.21, -0.22, -0.21, -0.27, -0.21, -0.20, -0.22, -0.22, -0.23, -0.41, -0.14, -0.24, -0.21, -0.21, -0.18, 0.23, 0.21, 0.21, 0.21, 0.22, 0.23, 0.21, 0.21, 0.21, 0.23, 0.24, 0.21, 0.21, 0.21, 0.22, 0.23, 0.21, 0.21, 0.21, 0.23, -0.17, -0.57, 0.48, -0.38, -0.40, -0.35, 0.47, -0.34],
  "homo_energy_ev": -4.36,
  "charge": -1,
  "largest_force_ha_per_bohr": 0.0232,
  "lumo_ev": 2.2674,
  "de_lowest_kj_mol": 22.4,
  "orbital_gap_ev": 6.62
}